1.
Below is C16H33NOP2Zr as an isolated structure, with properties calculated with the ωB97M-V functional and the def2-TZVPD basis.

largest force on an atom = 10.03 eV/Å
frontier orbital gap = 0.2089 hartree
energy relative to the best compared isomer or geometry (same formula, charge and spin) = 0.000 eV
E = -40520.7204 eV

Atoms and positions in Å:
Zr: -0.52 0.40 0.10
P: -2.12 -1.58 0.77
P: 1.73 2.13 -0.26
N: 0.83 -1.00 -0.39
H: -2.05 0.68 0.34
C: -3.06 -2.17 -0.68
H: -3.89 -2.81 -0.36
H: -2.39 -2.74 -1.34
H: -3.45 -1.32 -1.24
C: -3.42 -1.41 2.03
H: -4.11 -2.27 1.99
H: -3.98 -0.49 1.85
H: -2.98 -1.35 3.03
C: -1.27 -3.11 1.30
H: -1.99 -3.87 1.65
H: -0.57 -2.89 2.11
H: -0.68 -3.52 0.47
C: 1.84 2.60 -2.03
H: 2.57 3.41 -2.17
H: 0.85 2.92 -2.39
H: 2.14 1.72 -2.61
C: 1.66 3.79 0.52
H: 2.38 4.46 0.04
H: 1.89 3.70 1.59
H: 0.64 4.20 0.41
C: 3.46 1.61 0.05
H: 4.16 2.43 -0.21
H: 3.67 0.73 -0.57
H: 3.57 1.34 1.10
C: 1.77 -1.92 -0.45
C: 2.99 -3.72 -1.65
C: 2.04 -2.73 -1.63
C: 2.63 -2.22 0.69
C: 3.59 -3.22 0.68
C: 3.76 -3.99 -0.51
H: 3.14 -4.31 -2.57
H: 1.41 -2.49 -2.51
H: 2.47 -1.61 1.60
H: 4.19 -3.43 1.55
H: 4.51 -4.78 -0.52
C: -2.20 2.00 -0.90
O: -0.99 1.72 -1.48
C: -3.39 1.73 -1.78
H: -4.30 2.15 -1.34
H: -3.53 0.66 -1.96
H: -3.14 2.23 -2.72
C: -2.28 3.29 -0.07
H: -1.88 4.09 -0.72
H: -1.71 3.26 0.88
H: -3.34 3.50 0.17
C: -0.20 0.99 2.25
H: -0.42 0.10 2.87
H: -0.88 1.80 2.56
H: 0.83 1.30 2.47

These are the Löwdin partial charges, in e, on atoms 1 to 2: atom 1 (Zr): 1.089, atom 2 (P): 0.728


2.
Below is C33H47BrClFeN6O4SSi as an isolated structure, with properties calculated with the ωB97M-V functional and the def2-TZVPD basis.

expectation value of S² = 8.8084
largest force on an atom = 2.92 eV/Å
total charge = -2
2S+1 = 6
frontier orbital gap (alpha / beta) = 0.1113 / 0.1959 hartree
energy relative to the best compared isomer or geometry (same formula, charge and spin) = 0.369 eV
E = -187780.8302 eV

Atoms and positions in Å:
Fe: 0.99 -0.66 0.25
N: 3.82 -0.99 4.05
C: 3.36 -0.98 2.70
S: 2.28 -2.27 2.16
N: 3.68 -0.02 1.91
N: 3.12 0.09 0.68
C: 3.96 0.76 -0.16
C: 3.77 1.10 -1.52
C: 4.76 1.83 -2.23
C: 4.61 2.15 -3.57
C: 3.47 1.74 -4.25
C: 2.47 1.01 -3.59
C: 2.58 0.68 -2.23
O: 1.67 -0.01 -1.62
H: 3.21 -1.57 4.62
H: 3.87 -0.06 4.42
H: 4.92 1.05 0.28
H: 5.65 2.15 -1.69
H: 5.38 2.71 -4.08
H: 3.35 1.98 -5.30
H: 1.58 0.67 -4.11
Cl: -0.26 -2.42 3.73
C: 0.70 -1.46 2.50
H: 0.88 -0.51 2.98
H: 0.07 -1.37 1.58
C: -0.92 -5.93 -0.47
N: 0.17 -5.03 -0.81
C: 1.15 -5.39 -1.65
C: 2.13 -4.53 -1.95
C: 2.10 -3.24 -1.33
N: 1.17 -2.88 -0.46
C: 0.17 -3.77 -0.16
O: -0.72 -3.59 0.65
N: 3.11 -2.39 -1.56
H: -0.88 -6.79 -1.14
H: -1.87 -5.42 -0.58
H: -0.84 -6.27 0.56
H: 1.09 -6.39 -2.05
H: 2.92 -4.80 -2.63
H: 3.57 -2.50 -2.45
H: 2.85 -1.41 -1.35
C: 1.55 2.32 2.94
C: 0.69 2.93 1.82
C: 1.66 3.51 0.78
C: -0.07 4.11 2.47
Si: -0.41 1.48 0.92
C: -1.95 1.23 2.23
C: -2.99 2.36 2.27
C: -1.50 1.06 3.69
C: -2.69 -0.06 1.83
C: -1.30 2.42 -0.66
C: -2.58 1.71 -1.12
C: -0.34 2.34 -1.85
C: -1.66 3.90 -0.49
H: 2.07 3.13 3.48
H: 2.31 1.67 2.53
H: 0.96 1.76 3.67
H: 2.43 4.12 1.29
H: 1.15 4.16 0.06
H: 2.17 2.72 0.22
H: 0.67 4.87 2.79
H: -0.61 3.80 3.37
H: -0.77 4.60 1.80
H: -2.57 3.30 2.61
H: -3.79 2.08 2.98
H: -3.47 2.53 1.31
H: -0.97 1.93 4.06
H: -0.88 0.18 3.84
H: -2.40 0.92 4.32
H: -3.11 0.01 0.82
H: -3.53 -0.24 2.53
H: -2.04 -0.93 1.85
H: -2.42 0.64 -1.25
H: -2.88 2.12 -2.10
H: -3.43 1.85 -0.45
H: -0.12 1.30 -2.11
H: 0.62 2.83 -1.66
H: -0.80 2.82 -2.73
H: -2.34 4.09 0.34
H: -2.16 4.24 -1.41
H: -0.78 4.53 -0.36
Br: -7.32 -2.71 -2.18
C: -5.44 -2.40 -2.04
C: -4.82 -2.54 -0.81
C: -3.45 -2.32 -0.72
C: -2.71 -1.98 -1.84
C: -3.35 -1.88 -3.07
C: -4.72 -2.08 -3.18
C: -1.22 -1.69 -1.75
O: -0.51 -2.17 -2.64
O: -0.89 -1.00 -0.72
H: -5.40 -2.81 0.06
H: -2.94 -2.42 0.23
H: -2.76 -1.62 -3.94
H: -5.23 -1.99 -4.13

These are the Löwdin partial charges, in e, on atoms 1 to 2: atom 1 (Fe): 0.555, atom 2 (N): 0.027


3.
Below is C3H5NO4 in the gas phase, with properties calculated with the ωB97M-V functional and the def2-TZVPD basis.

largest force on an atom = 0.42 eV/Å
frontier orbital gap = 0.3882 hartree
energy relative to the best compared isomer or geometry (same formula, charge and spin) = 0.197 eV
E = -12872.6777 eV

Atoms and positions in Å:
O: 1.88 -0.14 1.23
C: 1.41 0.07 0.14
O: 1.75 1.12 -0.63
C: 0.36 -0.83 -0.52
N: -0.93 -0.84 0.17
C: -1.43 0.41 0.62
O: -1.35 0.83 1.74
O: -2.04 1.11 -0.36
H: 2.40 1.64 -0.13
H: 0.24 -0.55 -1.57
H: 0.78 -1.84 -0.49
H: -0.95 -1.52 0.93
H: -2.10 0.55 -1.15

These are the natural (NBO) partial charges, in e, on atoms 1 to 2: atom 1 (O): -0.567, atom 2 (C): 0.762


4.
Below is C3H6N2S2 in the gas phase, with properties calculated with the ωB97M-V functional and the def2-TZVPD basis.

largest force on an atom = 4.81 eV/Å
frontier orbital gap = 0.2991 hartree
energy relative to the best compared isomer or geometry (same formula, charge and spin) = 2.267 eV
E = -27856.8300 eV

Atoms and positions in Å:
C: 0.76 0.22 0.33
C: -0.20 0.81 -0.49
C: -1.51 0.14 -0.87
H: -0.55 -0.57 1.37
H: 0.89 -1.59 1.56
H: 2.65 0.83 -0.86
H: 2.99 0.42 0.85
H: 0.12 1.69 -1.11
H: -3.25 -1.19 -0.39
N: 0.48 -0.53 1.47
N: 2.15 0.42 0.12
S: -1.91 -1.44 -0.13
S: -2.61 0.78 -1.84

These are the natural (NBO) partial charges, in e, on atoms 1 to 2: atom 1 (C): 0.437, atom 2 (C): -0.468


5.
Below is C45H47N3O10Pr as an isolated structure, with properties calculated with the ωB97M-V functional and the def2-TZVPD basis.

expectation value of S² = 2.0019
largest force on an atom = 3.47 eV/Å
total charge = -1
2S+1 = 3
frontier orbital gap (alpha / beta) = 0.2508 / 0.2528 hartree
energy relative to the best compared isomer or geometry (same formula, charge and spin) = 1.824 eV
E = -86445.4227 eV

Atoms and positions in Å:
Pr: 10.95 10.34 11.43
O: 9.58 8.26 12.58
C: 9.18 7.11 11.85
C: 10.34 6.60 11.06
N: 11.19 7.60 10.40
C: 10.84 7.79 8.97
C: 9.73 8.91 8.75
O: 9.33 9.00 7.57
O: 9.29 9.56 9.80
C: 12.68 7.43 10.59
C: 13.48 8.73 10.20
O: 14.69 8.54 9.93
O: 12.75 9.79 10.14
H: 8.92 8.43 13.25
H: 8.40 7.26 11.08
H: 8.85 6.36 12.55
H: 9.85 5.91 10.35
H: 10.89 6.00 11.77
H: 10.37 6.88 8.57
H: 11.73 8.14 8.38
H: 13.06 6.64 9.92
H: 12.98 7.23 11.60
C: 13.72 10.02 14.36
C: 12.47 9.21 14.50
O: 11.84 8.94 13.46
N: 12.11 8.81 15.74
C: 11.03 7.87 15.94
C: 9.64 8.39 16.30
C: 9.33 9.36 17.28
C: 8.01 9.62 17.61
C: 6.98 8.82 17.09
C: 7.39 7.80 16.19
N: 8.65 7.66 15.74
H: 14.57 9.46 14.00
H: 14.13 10.54 15.28
H: 13.52 10.84 13.66
H: 12.57 9.31 16.50
H: 11.42 7.11 16.64
H: 10.83 7.36 15.00
H: 10.25 9.74 17.74
H: 7.74 10.49 18.18
H: 5.87 8.96 17.29
H: 6.59 7.09 15.86
C: 10.65 17.40 12.06
C: 11.25 16.54 10.96
C: 11.85 17.42 9.84
O: 10.31 15.78 10.26
C: 10.26 14.44 10.80
C: 11.38 14.50 11.89
O: 12.21 15.63 11.50
C: 12.34 13.34 12.54
O: 11.71 12.11 12.47
C: 12.39 13.63 14.09
C: 13.46 14.18 14.81
C: 13.34 14.32 16.18
C: 12.18 14.01 16.87
C: 11.05 13.62 16.17
C: 11.22 13.31 14.82
C: 13.76 13.26 11.90
C: 14.66 14.38 12.10
C: 16.03 14.25 11.88
C: 16.53 13.11 11.37
C: 15.64 12.18 10.88
C: 14.31 12.16 11.27
C: 10.19 13.32 9.66
O: 10.15 12.06 10.18
C: 11.24 13.42 8.62
C: 11.08 12.67 7.43
C: 12.07 12.65 6.47
C: 13.21 13.45 6.64
C: 13.38 14.15 7.82
C: 12.45 14.11 8.82
C: 8.74 13.51 9.02
C: 7.92 12.35 8.81
C: 6.65 12.51 8.41
C: 6.15 13.70 7.96
C: 6.97 14.81 7.92
C: 8.24 14.76 8.54
H: 10.42 18.35 11.54
H: 11.39 17.65 12.90
H: 9.74 16.94 12.45
H: 11.09 18.18 9.51
H: 12.07 16.80 8.95
H: 12.72 17.94 10.16
H: 9.26 14.43 11.33
H: 10.92 14.77 12.85
H: 14.45 14.35 14.44
H: 14.16 14.68 16.75
H: 12.12 14.23 17.95
H: 10.11 13.53 16.69
H: 10.45 12.85 14.25
H: 14.33 15.31 12.52
H: 16.69 15.11 12.09
H: 17.63 12.98 11.28
H: 15.95 11.33 10.25
H: 13.66 11.27 11.11
H: 10.08 12.21 7.22
H: 11.87 12.17 5.49
H: 13.94 13.48 5.85
H: 14.24 14.82 7.91
H: 12.69 14.72 9.73
H: 8.37 11.36 9.03
H: 6.04 11.60 8.30
H: 5.12 13.74 7.60
H: 6.59 15.71 7.44
H: 8.80 15.64 8.70

These are the Löwdin partial charges, in e, on atoms 1 to 2: atom 1 (Pr): 1.387, atom 2 (O): -0.133